Entry 1:
{"formula": "C21H33Br4F2N5O10", "method": "ωB97M-V/def2-TZVPD", "elements": ["Br", "Br", "Br", "Br", "F", "F", "O", "O", "O", "O", "O", "O", "O", "O", "O", "O", "N", "N", "N", "N", "N", "C", "C", "C", "C", "C", "C", "C", "C", "C", "C", "C", "C", "C", "C", "C", "C", "C", "C", "C", "C", "C", "H", "H", "H", "H", "H", "H", "H", "H", "H", "H", "H", "H", "H", "H", "H", "H", "H", "H", "H", "H", "H", "H", "H", "H", "H", "H", "H", "H", "H", "H", "H", "H", "H"], "xyz": [[1.576363, 26.920357, 1.043550], [3.197051, 24.393403, 3.904836], [6.840167, 23.696686, 4.115879], [-0.728051, 27.900492, 4.891280], [9.340916, 29.196392, 5.160471], [8.235806, 24.138766, 0.471996], [2.843977, 24.230928, 9.191315], [5.980835, 21.488249, 0.037493], [11.811539, 21.876866, 5.729695], [4.211525, 26.139226, -0.570959], [4.692619, 25.264143, 8.764376], [6.158333, 26.577551, 0.195597], [2.948518, 27.734368, 6.076507], [4.193316, 22.641578, 0.122507], [9.850649, 22.417147, 6.423714], [1.934076, 29.572551, 5.804146], [2.293588, 28.665163, 6.474575], [5.398851, 26.114482, -0.636371], [3.802896, 24.505059, 8.470657], [4.866999, 21.723393, -0.288159], [10.633801, 22.030284, 5.564813], [1.791422, 28.619229, 7.868596], [11.826237, 23.496580, 0.458432], [5.987523, 25.553951, -1.856484], [9.084339, 26.871043, 5.240870], [10.600550, 24.164872, 0.591143], [11.829434, 22.163745, 0.088493], [9.289674, 25.664533, 5.890707], [5.813258, 24.650776, 2.743666], [1.153564, 27.684785, 2.790114], [10.134724, 21.809856, 4.172813], [4.707798, 25.452747, 3.349041], [9.417226, 23.490715, 0.367597], [9.974002, 28.062085, 7.111053], [9.530012, 28.044722, 5.815301], [10.612593, 21.492072, -0.115620], [10.137273, 26.870004, 7.785773], [9.797548, 25.659100, 7.178128], [9.397705, 22.156382, 0.058536], [-0.004717, 26.926251, 3.354125], [3.791781, 23.912257, 7.104076], [4.282231, 20.828871, -1.295691], [10.665634, 20.481932, -0.502538], [3.878466, 22.838806, 7.216598], [2.051931, 27.698082, 3.398247], [4.790210, 21.009432, -2.236947], [1.513532, 27.596544, 8.082739], [9.986638, 24.742512, 7.720247], [0.904961, 28.735992, 2.658579], [11.041938, 21.884193, 3.591264], [4.985674, 26.235020, 4.043621], [4.456948, 19.817271, -0.962087], [4.631292, 24.337372, 6.574559], [5.359372, 24.718544, -2.171321], [0.285913, 25.930547, 3.672347], [5.854451, 26.280548, -2.653755], [-0.817701, 26.825529, 2.648361], [4.300613, 25.984605, 2.475422], [8.699654, 26.933644, 4.225039], [8.470312, 21.597690, 0.007263], [2.473320, 29.106859, 8.545944], [2.852024, 24.199870, 6.669146], [10.309087, 28.979845, 7.585270], [8.898905, 24.763768, 5.427872], [9.634804, 20.849811, 4.124455], [3.244444, 21.121589, -1.380661], [5.413749, 23.832653, 2.154694], [9.430540, 22.592320, 3.911910], [10.568874, 25.244977, 0.713817], [6.452598, 25.251803, 2.106605], [6.994154, 25.205287, -1.695017], [10.504582, 26.832957, 8.802362], [12.750659, 24.018062, 0.666718], [12.727704, 21.555769, 0.046921], [0.851708, 29.167937, 7.831610]], "forces_ev_per_a": [[0.082, 0.139, 0.273], [-0.018, -0.085, 0.137], [0.019, 0.119, -0.144], [-0.014, -0.269, -0.057], [0.167, 0.416, -0.282], [0.110, 0.147, 0.028], [0.712, 0.081, -0.387], [2.345, -0.383, 0.830], [0.894, -0.303, 0.345], [-1.571, -0.084, 0.157], [0.274, 0.036, 0.126], [0.111, -0.079, 0.087], [0.775, -0.838, -0.161], [-0.276, 0.375, 0.131], [0.170, -0.436, -0.512], [-0.319, 1.995, -1.226], [-0.174, -1.123, 0.999], [1.364, 0.428, 0.094], [-1.124, -0.042, 0.363], [-1.352, 0.412, -0.531], [-1.160, 0.794, 0.206], [-1.320, 0.137, -0.223], [-0.588, 0.046, 0.192], [-0.522, -0.954, -0.957], [0.595, 0.218, -0.888], [0.352, 0.602, -0.590], [-0.585, -0.774, 0.267], [-0.710, -0.047, 0.121], [-0.075, -0.866, 0.436], [0.061, 0.711, -0.241], [0.141, 0.346, 0.172], [-0.407, 0.900, -1.807], [0.217, 0.053, 0.308], [1.000, 0.594, 0.633], [-1.006, -0.561, 0.348], [0.478, 0.753, -0.190], [-0.262, -0.923, -0.129], [0.463, 0.297, 0.283], [0.225, -1.235, -0.123], [-0.022, -0.255, 0.281], [0.436, 0.194, 0.515], [-0.565, 0.180, -0.363], [-0.292, -0.110, 0.359], [-0.071, -0.114, -0.052], [0.025, -0.489, 0.121], [0.174, -0.007, -0.009], [0.611, -0.234, 0.311], [-0.211, -0.108, -0.131], [-0.144, -0.085, -0.347], [-0.119, -0.314, -0.461], [0.047, -0.349, 0.576], [-0.131, -0.203, -0.012], [0.076, -0.046, -0.150], [0.011, -0.010, 0.304], [0.015, 0.010, 0.229], [0.420, 0.297, 0.167], [-0.106, 0.184, -0.099], [-0.050, 0.056, 0.237], [-0.122, -0.182, 0.185], [-0.064, 0.273, -0.236], [0.361, -0.218, 0.115], [-0.244, -0.042, -0.133], [-0.261, 0.053, -0.179], [0.405, 0.076, 0.132], [0.136, -0.158, 0.013], [-0.173, -0.339, -0.038], [-0.108, 0.096, -0.211], [-0.035, 0.070, 0.150], [0.008, -0.201, 0.352], [0.290, 0.087, 0.345], [0.286, 0.349, 0.118], [0.079, 0.252, -0.009], [-0.028, 0.059, -0.090], [0.113, 0.397, -0.197], [0.178, 0.236, 0.119]], "lowdin_charge": [0.676, 0.723, 0.722, 0.653, 0.062, 0.045, 0.035, 0.079, 0.076, 0.029, 0.073, 0.058, 0.044, 0.071, 0.040, 0.041, -0.488, -0.446, -0.446, -0.469, -0.439, 0.046, -0.079, 0.046, -0.020, -0.012, -0.099, -0.106, -0.657, -0.701, 0.042, -0.672, -0.291, -0.029, -0.303, -0.074, -0.080, -0.082, -0.018, -0.692, -0.014, 0.050, 0.103, 0.103, 0.038, 0.104, 0.096, 0.095, 0.054, 0.089, 0.075, 0.102, 0.056, 0.095, 0.036, 0.107, 0.043, 0.032, 0.116, 0.099, 0.102, 0.040, 0.118, 0.007, 0.103, 0.099, 0.020, 0.023, 0.121, 0.039, 0.087, 0.104, 0.106, 0.102, 0.092], "e_above_lowest_ev": 0.095, "energy_ev": -335828.4025, "gap_ev": 8.69, "e_lumo_ev": -0.17}



Entry 2:
{"formula": "C46H49Cl6N3O4", "method": "ωB97M-V/def2-TZVPD", "elements": ["Cl", "Cl", "Cl", "Cl", "Cl", "Cl", "O", "O", "O", "O", "N", "N", "N", "C", "C", "C", "C", "C", "C", "C", "C", "C", "C", "C", "C", "C", "C", "C", "C", "C", "C", "C", "C", "C", "C", "C", "C", "C", "C", "C", "C", "C", "C", "C", "C", "C", "C", "C", "C", "C", "C", "C", "C", "C", "C", "C", "C", "C", "C", "H", "H", "H", "H", "H", "H", "H", "H", "H", "H", "H", "H", "H", "H", "H", "H", "H", "H", "H", "H", "H", "H", "H", "H", "H", "H", "H", "H", "H", "H", "H", "H", "H", "H", "H", "H", "H", "H", "H", "H", "H", "H", "H", "H", "H", "H", "H", "H", "H"], "xyz": [[15.842291, 7.965623, 0.813463], [23.707363, 22.477000, 9.084348], [17.177357, 15.483187, -6.067886], [13.894986, 9.317617, -1.838801], [16.798668, 18.386568, -7.273711], [25.369020, 23.815473, 6.678157], [22.831045, 19.269265, 1.665115], [9.081890, 24.178580, -0.868313], [9.207792, 29.468357, -0.223979], [18.605972, 15.848223, 0.575857], [20.839726, 8.722329, -2.289022], [16.816101, 25.730421, 7.929621], [11.254594, 18.479153, -2.256832], [15.642734, 9.615929, 0.238385], [10.360753, 27.467410, -0.749172], [11.534450, 25.458852, -1.089522], [5.330470, 26.219922, -0.571764], [7.832978, 27.548965, -0.331797], [9.122253, 25.383541, -0.616244], [15.334260, 24.187680, 4.993807], [19.071829, 20.927189, 0.969534], [17.994540, 20.090099, 0.722179], [9.177375, 28.290424, -0.299345], [21.409707, 8.200908, -5.828478], [7.845675, 26.160757, -0.410982], [21.709490, 8.929698, -2.984527], [16.517087, 24.664466, 7.619379], [18.205011, 18.712925, 0.625644], [19.397000, 18.102001, 0.900816], [11.527231, 28.186243, -1.061169], [10.338068, 26.088109, -0.834865], [15.513518, 9.731843, -1.260360], [22.110631, 17.038208, 1.540017], [21.868829, 18.533282, 1.435702], [8.176468, 16.968426, -2.624183], [24.195642, 22.584447, 6.258310], [6.618541, 28.253967, -0.324702], [15.988319, 22.949058, 5.831739], [21.149692, 14.740776, 1.390126], [22.797186, 9.160104, -3.890006], [22.407995, 14.295270, 1.747770], [20.333388, 20.366371, 1.217485], [12.724794, 26.171831, -1.332169], [23.088351, 22.710539, 7.397507], [22.772433, 8.368522, -5.207716], [20.470188, 19.024785, 1.151264], [10.148733, 18.387504, -2.257887], [16.795579, 18.132364, -5.549224], [23.337199, 16.548993, 1.986099], [6.567189, 25.523724, -0.585714], [23.502837, 15.159407, 2.040933], [8.743433, 18.257014, -2.219484], [16.042963, 23.235117, 7.294194], [20.966115, 16.141924, 1.269689], [12.711667, 27.559625, -1.485795], [8.704815, 15.862943, -1.789153], [19.595755, 16.594174, 0.848778], [5.400857, 27.641692, -0.581585], [16.323049, 16.672433, -5.220448], [8.672242, 16.751744, -3.570413], [15.244277, 16.579531, -5.345823], [15.187996, 23.988781, 3.932136], [11.408789, 24.415663, -0.839834], [22.483748, 23.609974, 7.280977], [16.939318, 22.695080, 5.363564], [24.141407, 17.181577, 2.331774], [17.047972, 20.576795, 0.539056], [16.721943, 22.501418, 7.728673], [6.539373, 24.485574, -0.882133], [17.755993, 18.433704, -5.131003], [11.532560, 29.260639, -0.951382], [7.093699, 16.852261, -2.671295], [22.687252, 10.236738, -4.019924], [20.366456, 14.022537, 1.197572], [23.878784, 22.773446, 5.232645], [15.051250, 23.032393, 7.698564], [9.767504, 15.621883, -1.762978], [16.055392, 18.863182, -5.223429], [8.372306, 19.114729, -2.780453], [13.711952, 25.735657, -1.291376], [23.597065, 8.540330, -5.899497], [16.284187, 9.241235, -1.854918], [24.477403, 14.832999, 2.372737], [21.186452, 9.252353, -6.009381], [21.308706, 7.916307, -6.875797], [17.329551, 18.168428, 0.303918], [13.649231, 28.084707, -1.593824], [20.719187, 7.667661, -5.175069], [15.323043, 22.104470, 5.652347], [23.030632, 7.429007, -4.719096], [8.309600, 14.927724, -2.185738], [22.509677, 13.221668, 1.806421], [15.503705, 10.799169, -1.481298], [24.614156, 21.581265, 6.339324], [14.448463, 24.554751, 5.512191], [16.104940, 24.958070, 5.019007], [8.451647, 15.977248, -0.735147], [16.514931, 10.134575, 0.636404], [4.445731, 25.727526, -0.947518], [22.321699, 21.960607, 7.202707], [21.193073, 20.894800, 1.602326], [19.025189, 21.988451, 1.164332], [23.643879, 8.838057, -3.283804], [8.386239, 18.608660, -1.251561], [14.902863, 10.192521, 0.793572], [16.545000, 16.292134, -4.223347], [6.553598, 29.322512, -0.181964], [4.543622, 28.283536, -0.721578]], "forces_ev_per_a": [[-0.383, -0.451, 0.160], [-0.354, 0.201, -1.153], [1.119, -1.730, -1.942], [-0.448, -0.723, -0.154], [0.249, 0.114, -1.097], [1.030, 0.430, -0.314], [-1.571, -0.423, -0.493], [-0.248, 0.799, 0.818], [0.361, 2.324, 0.758], [3.644, 2.023, 0.835], [-1.545, -0.254, 1.380], [0.027, -0.264, -0.223], [5.455, 0.489, -0.107], [0.831, 0.770, 0.494], [0.668, 1.767, 0.277], [0.731, -0.405, 0.652], [2.133, 1.058, -1.641], [0.623, 0.284, 1.105], [-2.202, -2.300, -1.167], [1.732, -1.055, 1.180], [0.875, -0.135, 1.102], [1.146, 0.912, -0.345], [-1.371, -2.585, -1.746], [0.013, 1.887, -0.741], [-1.782, -0.398, -0.591], [0.161, -0.647, -1.046], [-0.745, -1.715, 0.121], [-1.832, 0.132, -0.294], [1.425, 0.811, -0.450], [0.356, 0.031, -0.567], [1.480, 2.310, 0.052], [-0.170, 1.316, 0.255], [-2.788, -0.347, -0.393], [1.472, -0.558, 0.843], [1.321, -1.439, -1.182], [-1.073, -0.048, 2.111], [-0.158, 0.083, -0.360], [-1.586, 1.349, -2.925], [0.777, 1.707, 0.021], [0.059, 1.174, -0.396], [1.167, 0.060, 0.299], [-1.139, 0.669, 0.112], [-0.430, -0.199, -0.059], [-0.407, -0.723, -1.655], [0.457, -2.609, 1.434], [1.088, -2.637, 0.235], [-3.593, -0.772, 0.217], [-0.866, -0.544, 0.954], [-0.820, -1.139, -0.295], [-0.059, 0.559, 0.192], [-1.300, 0.245, -0.082], [-2.104, 2.952, 0.795], [0.789, 1.010, 0.509], [1.255, -0.637, -0.055], [-1.412, -0.710, 1.715], [0.106, -1.943, 1.314], [-2.567, -0.138, -0.096], [0.472, -1.334, 1.074], [-0.353, 1.628, 1.497], [-0.840, 0.097, -0.751], [0.114, 0.044, -0.383], [-0.358, -0.373, 0.228], [0.959, -0.470, -0.605], [0.731, 0.495, 0.475], [0.137, 0.142, 0.275], [-0.136, 0.317, -0.328], [-0.285, -0.451, -0.034], [0.078, 0.306, 0.443], [0.192, -0.219, 0.398], [0.029, -0.459, -0.097], [-0.282, 0.091, -0.031], [0.123, 0.679, -0.170], [0.924, 0.309, -0.191], [-0.195, 0.246, -0.040], [-0.492, -0.035, 0.330], [0.088, 0.536, 0.352], [0.327, 0.869, -0.454], [-0.007, -0.314, 0.527], [-0.184, -0.122, -0.738], [-0.160, -0.661, -0.372], [-0.176, 0.679, 0.179], [-0.180, -0.176, 0.294], [-0.117, -0.589, -0.057], [-1.320, 0.300, 0.560], [0.670, -1.051, 0.201], [0.102, -0.598, 0.216], [-0.146, 0.216, -0.296], [-0.100, 0.361, -0.216], [0.131, -0.219, 0.224], [0.264, -0.825, -0.780], [-0.412, -0.146, 0.379], [0.417, -0.090, 0.124], [0.637, 0.035, 0.004], [0.286, 0.205, -0.098], [-0.082, -0.059, -0.292], [-0.210, 0.334, 0.101], [-0.371, -0.178, 0.094], [0.558, -0.065, -0.741], [-0.161, -0.202, 0.484], [0.278, -0.528, 0.297], [-0.015, 0.458, -0.428], [-0.617, 0.164, -0.396], [0.578, 0.690, -0.381], [0.196, -0.478, 0.603], [-0.827, -0.709, -0.313], [-0.292, 1.259, 0.556], [0.671, 0.155, -0.191], [-0.240, -0.203, 0.099]], "lowdin_charge": [0.555, 0.501, 0.590, 0.541, 0.549, 0.541, 0.074, 0.093, 0.134, 0.057, 0.154, 0.131, 0.167, -0.705, -0.071, 0.013, -0.042, -0.074, -0.278, -0.083, -0.047, -0.052, -0.284, -0.107, -0.064, -0.279, -0.204, -0.021, -0.068, 0.007, -0.140, -0.671, -0.054, -0.256, -0.273, -0.641, -0.019, -0.254, -0.012, -0.197, -0.060, -0.021, -0.047, -0.653, -0.259, -0.098, -0.270, -0.663, -0.015, 0.010, -0.039, -0.234, -0.196, -0.051, -0.043, -0.134, -0.228, -0.059, -0.730, 0.120, 0.074, 0.059, 0.120, 0.064, 0.100, 0.118, 0.107, 0.109, 0.106, 0.069, 0.115, 0.125, 0.123, 0.118, 0.067, 0.116, 0.080, 0.058, 0.128, 0.103, 0.114, 0.079, 0.102, 0.075, 0.074, 0.120, 0.106, 0.081, 0.097, 0.099, 0.077, 0.101, 0.060, 0.065, 0.069, 0.054, 0.081, 0.065, 0.098, 0.055, 0.120, 0.105, 0.123, 0.132, 0.075, 0.052, 0.115, 0.102], "energy_ev": -136287.4141, "gap_ev": 8.29, "e_lumo_ev": -1.45}



Entry 3:
{"formula": "C3H5NO2", "method": "ωB97M-V/def2-TZVPD", "elements": ["O", "O", "N", "C", "C", "C", "H", "H", "H", "H", "H"], "xyz": [[2.764175, -0.070977, -0.685344], [-1.532135, -1.408334, -0.536184], [0.559969, -0.701920, -0.700663], [1.624279, 0.173148, -0.426431], [-0.727959, -0.554368, -0.208142], [-1.077760, 0.504162, 0.770092], [-0.895116, 1.537420, 0.472409], [1.359431, 1.234628, -0.205370], [0.617037, -1.624396, -1.119174], [-0.539209, 0.434430, 1.721666], [-2.152711, 0.476207, 0.917142]], "forces_ev_per_a": [[0.630, -0.570, 0.226], [0.064, 0.477, 0.160], [-0.153, 1.021, 1.023], [-0.437, 0.295, -1.569], [-0.399, -1.130, -0.292], [-0.270, 1.316, 0.472], [0.317, -0.082, -0.523], [-0.513, -0.758, 0.527], [0.893, 0.230, -0.140], [-0.138, -0.451, -0.144], [0.005, -0.348, 0.260]], "lowdin_charge": [0.063, 0.071, 0.130, -0.309, -0.514, -0.013, 0.081, 0.143, 0.161, 0.099, 0.088], "e_above_lowest_ev": 0.388, "energy_ev": -8777.3066, "gap_ev": 11.12, "e_lumo_ev": 0.70}